Entry P
Formula: C60H150N10O20
Source: the Open Molecules 2025 dataset
Level of theory: ωB97M-V with the def2-TZVPD basis set

Its SMILES is COCCNCCOC.COCCNCCOC.COCCNCCOC.COCCNCCOC.COCCNCCOC.COCCNCCOC.COCCNCCOC.COCCNCCOC.COCCNCCOC.COCCNCCOC.

```
! RIJCOSX wB97M-V def2-TZVPD def2/J DEFGRID3
* xyz 0 1
C -4.666 1.027 1.860
O -5.320 2.202 1.349
C -6.673 2.226 1.786
C -7.203 3.546 1.174
N -8.648 3.713 1.514
C -8.764 4.272 2.830
C -10.240 4.703 3.212
O -10.532 5.813 2.360
C -11.665 6.506 2.773
H -5.197 0.128 1.547
H -4.662 1.150 2.943
H -3.614 0.930 1.592
H -6.717 2.235 2.875
H -7.288 1.373 1.501
H -7.049 3.439 0.100
H -6.690 4.464 1.459
H -9.110 4.404 0.940
H -8.111 5.135 2.961
H -8.369 3.535 3.529
H -10.310 4.870 4.287
H -10.867 3.859 2.924
H -11.986 7.367 2.186
H -11.559 6.941 3.767
H -12.480 5.796 2.915
C 2.122 1.250 1.953
O 0.898 1.941 2.296
C -0.127 1.114 2.792
C -0.718 0.090 1.842
N -1.053 0.757 0.611
C -1.435 -0.162 -0.448
C -0.218 -0.983 -1.012
O 0.728 0.028 -1.389
C 1.756 -0.698 -2.090
H 3.008 1.883 1.903
H 2.014 0.656 1.046
H 2.370 0.432 2.629
H -0.962 1.675 3.213
H 0.211 0.635 3.711
H -1.596 -0.402 2.261
H -0.075 -0.786 1.753
H -0.168 1.086 0.252
H -1.927 0.341 -1.281
H -2.160 -0.899 -0.102
H -0.589 -1.687 -1.757
H 0.129 -1.654 -0.226
H 2.079 -1.628 -1.624
H 2.626 -0.062 -2.252
H 1.370 -0.926 -3.084
C 3.361 3.233 -11.730
O 3.788 3.053 -10.342
C 2.789 2.521 -9.452
C 3.318 2.491 -7.988
N 2.137 2.218 -7.145
C 2.270 2.871 -5.822
C 1.218 2.537 -4.725
O 1.327 3.579 -3.759
C 0.734 3.242 -2.509
H 4.246 3.354 -12.356
H 2.682 4.078 -11.839
H 2.926 2.336 -12.169
H 2.546 1.505 -9.765
H 1.818 3.016 -9.443
H 3.842 3.431 -7.813
H 4.025 1.677 -7.832
H 1.883 1.247 -7.032
H 2.324 3.943 -6.011
H 3.206 2.420 -5.492
H 1.449 1.562 -4.295
H 0.260 2.493 -5.242
H 0.329 4.109 -1.986
H 1.490 2.791 -1.866
H -0.144 2.625 -2.698
C -2.380 -0.719 -3.848
O -3.269 -1.236 -2.881
C -4.435 -0.535 -2.804
C -5.013 -0.931 -1.450
N -5.542 -2.321 -1.366
C -5.892 -2.764 -0.057
C -6.283 -4.239 -0.091
O -5.047 -4.936 -0.042
C -5.128 -6.287 -0.553
H -2.206 0.349 -3.719
H -2.823 -0.912 -4.825
H -1.458 -1.284 -3.709
H -5.071 -0.949 -3.587
H -4.334 0.547 -2.723
H -5.797 -0.187 -1.305
H -4.317 -0.679 -0.650
H -4.829 -2.952 -1.705
H -6.786 -2.191 0.185
H -5.114 -2.559 0.679
H -6.941 -4.427 -0.940
H -6.800 -4.463 0.842
H -5.213 -6.258 -1.640
H -5.977 -6.825 -0.132
H -4.213 -6.813 -0.280
C 1.004 5.414 11.175
O 1.265 4.473 10.107
C 0.162 3.585 9.863
C 0.645 2.370 8.938
N 1.029 2.845 7.596
C -0.122 3.395 6.825
C 0.348 3.519 5.350
O 0.803 4.849 5.161
C 1.646 5.136 4.060
H 0.167 6.053 10.893
H 1.900 6.019 11.314
H 0.736 4.964 12.131
H -0.677 4.144 9.450
H -0.173 3.239 10.841
H -0.012 1.509 8.813
H 1.483 1.885 9.437
H 1.723 3.552 7.792
H -0.469 4.330 7.265
H -0.940 2.676 6.766
H -0.450 3.273 4.649
H 1.097 2.768 5.097
H 1.746 6.195 3.821
H 1.309 4.658 3.140
H 2.651 4.818 4.341
C 0.266 -0.274 -7.554
O 1.569 -0.459 -6.967
C 1.706 -1.702 -6.217
C 2.086 -2.878 -7.182
N 3.264 -2.415 -7.942
C 3.643 -3.236 -9.101
C 4.619 -2.454 -10.052
O 4.013 -1.232 -10.504
C 4.838 -0.478 -11.396
H -0.123 -1.145 -8.080
H 0.300 0.501 -8.319
H -0.421 -0.021 -6.746
H 0.777 -1.979 -5.719
H 2.445 -1.605 -5.422
H 1.296 -3.128 -7.891
H 2.345 -3.774 -6.620
H 2.993 -1.578 -8.437
H 2.757 -3.312 -9.731
H 3.984 -4.235 -8.832
H 4.965 -3.064 -10.887
H 5.589 -2.280 -9.587
H 5.187 -1.188 -12.147
H 5.783 -0.141 -10.971
H 4.300 0.399 -11.756
C 4.623 4.278 1.093
O 5.973 4.262 1.486
C 6.168 4.840 2.760
C 7.489 4.383 3.479
N 8.628 5.053 2.889
C 9.811 4.389 3.446
C 11.128 5.088 3.262
O 12.192 4.200 3.460
C 13.432 4.739 3.102
H 4.042 3.632 1.751
H 4.507 4.161 0.016
H 4.101 5.220 1.258
H 5.391 4.570 3.477
H 6.141 5.929 2.721
H 7.580 3.299 3.400
H 7.520 4.778 4.494
H 8.607 4.794 1.913
H 9.886 3.355 3.109
H 9.617 4.333 4.517
H 11.227 5.924 3.954
H 11.116 5.398 2.217
H 13.820 5.379 3.893
H 13.375 5.218 2.125
H 14.096 3.889 2.944
C 3.894 -1.585 0.600
O 2.724 -2.335 0.983
C 2.566 -2.513 2.388
C 1.524 -3.579 2.734
N 0.309 -3.288 1.959
C -0.602 -4.469 1.896
C -1.782 -4.247 0.887
O -1.386 -4.235 -0.476
C -2.440 -3.995 -1.520
H 4.779 -2.201 0.762
H 4.042 -0.643 1.128
H 3.852 -1.381 -0.470
H 2.349 -1.619 2.973
H 3.550 -2.846 2.718
H 1.349 -3.651 3.808
H 2.030 -4.448 2.314
H 0.736 -3.092 1.065
H -1.034 -4.646 2.881
H -0.036 -5.336 1.554
H -2.118 -3.228 1.078
H -2.575 -4.974 1.060
H -2.962 -4.925 -1.747
H -2.051 -3.653 -2.479
H -3.052 -3.197 -1.099
C -7.863 -1.017 3.523
O -6.450 -1.184 3.257
C -5.778 -1.864 4.339
C -4.265 -1.926 3.983
N -3.479 -2.263 5.151
C -2.053 -2.398 4.938
C -1.244 -2.629 6.263
O -1.443 -1.574 7.172
C -0.870 -0.318 6.681
H -8.388 -0.656 2.638
H -8.170 -0.459 4.407
H -8.322 -1.988 3.709
H -6.237 -2.837 4.510
H -5.944 -1.291 5.251
H -3.968 -0.953 3.589
H -4.082 -2.504 3.077
H -3.579 -1.598 5.905
H -1.678 -1.542 4.376
H -1.867 -3.313 4.377
H -0.177 -2.676 6.044
H -1.603 -3.546 6.731
H 0.215 -0.280 6.776
H -1.228 0.375 7.442
H -1.061 -0.016 5.651
C -1.894 -7.581 -3.064
O -1.336 -6.268 -3.179
C -0.032 -6.336 -3.625
C 0.711 -4.983 -3.374
N 0.860 -4.448 -2.035
C 1.643 -5.331 -1.182
C 3.179 -5.439 -1.566
O 3.966 -6.265 -0.659
C 4.394 -5.547 0.487
H -1.800 -8.150 -3.989
H -2.967 -7.494 -2.892
H -1.452 -8.129 -2.231
H 0.043 -6.538 -4.693
H 0.425 -7.176 -3.102
H 0.209 -4.244 -3.999
H 1.705 -5.098 -3.805
H -0.081 -4.266 -1.715
H 1.172 -6.314 -1.206
H 1.575 -5.033 -0.136
H 3.612 -4.443 -1.652
H 3.395 -5.785 -2.577
H 4.734 -6.159 1.321
H 3.569 -5.021 0.968
H 5.195 -4.902 0.126
*
```

---

Entry Q
Formula: C60H150N10O20
Source: the Open Molecules 2025 dataset
Level of theory: ωB97M-V with the def2-TZVPD basis set

Its SMILES is COCCNCCOC.COCCNCCOC.COCCNCCOC.COCCNCCOC.COCCNCCOC.COCCNCCOC.COCCNCCOC.COCCNCCOC.COCCNCCOC.COCCNCCOC.

```
! RIJCOSX wB97M-V def2-TZVPD def2/J DEFGRID3
* xyz 0 1
C 8.828 0.058 1.412
O 8.325 -0.984 2.159
C 8.957 -2.233 1.962
C 8.297 -3.189 2.948
N 8.750 -3.033 4.288
C 8.003 -3.731 5.307
C 6.521 -3.362 5.385
O 6.468 -1.981 5.696
C 5.167 -1.542 5.931
H 8.169 0.914 1.578
H 8.885 -0.111 0.325
H 9.829 0.423 1.700
H 9.994 -2.152 2.301
H 8.657 -2.535 0.963
H 8.411 -4.188 2.510
H 7.219 -2.982 2.763
H 8.831 -2.043 4.494
H 8.363 -3.573 6.325
H 8.088 -4.813 5.149
H 6.140 -3.920 6.252
H 5.962 -3.502 4.458
H 5.193 -0.682 6.594
H 4.537 -2.301 6.428
H 4.618 -1.341 4.998
C -9.388 2.541 4.271
O -8.041 2.816 4.075
C -7.285 1.655 3.685
C -6.032 2.188 2.982
N -5.173 1.042 2.631
C -4.331 1.202 1.436
C -3.344 0.072 1.335
O -2.508 0.071 2.435
C -1.571 -0.997 2.426
H -9.551 1.763 5.033
H -9.933 2.251 3.360
H -9.949 3.410 4.630
H -7.786 0.976 2.986
H -7.028 1.093 4.594
H -5.492 2.790 3.717
H -6.387 2.659 2.070
H -4.572 0.784 3.406
H -3.875 2.204 1.439
H -5.047 1.073 0.613
H -2.859 0.173 0.347
H -3.908 -0.870 1.201
H -2.127 -1.897 2.725
H -0.738 -0.830 3.110
H -1.070 -1.142 1.458
C 8.498 1.303 -1.984
O 8.235 0.520 -3.117
C 7.025 0.806 -3.748
C 5.863 -0.089 -3.361
N 6.269 -1.455 -3.662
C 5.697 -2.564 -2.898
C 5.952 -2.603 -1.379
O 7.198 -3.142 -0.988
C 8.268 -2.223 -1.003
H 7.788 1.198 -1.157
H 8.563 2.381 -2.213
H 9.514 1.064 -1.663
H 7.119 0.505 -4.801
H 6.813 1.875 -3.736
H 4.954 0.117 -3.922
H 5.670 -0.003 -2.278
H 7.274 -1.488 -3.645
H 6.135 -3.451 -3.358
H 4.623 -2.575 -3.116
H 5.272 -3.400 -1.047
H 5.650 -1.651 -0.931
H 8.573 -1.887 -1.990
H 9.112 -2.667 -0.489
H 7.924 -1.311 -0.496
C 3.400 -5.822 -2.384
O 2.082 -6.309 -2.640
C 1.612 -6.218 -3.918
C 0.288 -5.511 -3.958
N 0.297 -4.062 -4.087
C 0.826 -3.395 -2.851
C 0.775 -1.894 -2.888
O 1.214 -1.376 -4.110
C 1.233 0.019 -4.152
H 3.345 -4.721 -2.281
H 4.104 -6.049 -3.195
H 3.739 -6.252 -1.444
H 1.666 -7.073 -4.600
H 2.312 -5.548 -4.462
H -0.336 -5.801 -3.109
H -0.292 -5.821 -4.832
H 1.030 -3.860 -4.771
H 1.865 -3.777 -2.788
H 0.272 -3.747 -1.975
H 1.429 -1.522 -2.083
H -0.250 -1.553 -2.664
H 1.844 0.437 -3.346
H 0.246 0.503 -4.122
H 1.615 0.253 -5.146
C -8.727 8.167 4.941
O -7.687 7.762 4.062
C -7.133 6.522 4.464
C -6.177 5.979 3.439
N -5.023 6.867 3.282
C -4.252 6.580 2.098
C -3.558 5.257 2.324
O -2.262 5.081 1.773
C -2.205 5.194 0.367
H -9.063 9.150 4.630
H -8.279 8.288 5.940
H -9.520 7.416 4.994
H -7.935 5.778 4.572
H -6.620 6.663 5.425
H -6.727 5.789 2.510
H -5.813 5.021 3.826
H -5.400 7.810 3.183
H -3.557 7.401 1.927
H -4.863 6.482 1.189
H -4.199 4.409 2.038
H -3.334 5.101 3.383
H -1.188 5.045 0.018
H -2.506 6.216 0.082
H -2.906 4.487 -0.094
C 2.677 -3.347 1.081
O 3.541 -2.853 2.058
C 4.394 -1.836 1.594
C 3.682 -0.486 1.687
N 2.849 -0.216 0.546
C 1.728 0.669 0.759
C 1.152 0.958 -0.609
O -0.163 1.459 -0.461
C -0.766 1.727 -1.685
H 3.147 -4.086 0.414
H 2.201 -2.617 0.414
H 1.807 -3.840 1.525
H 4.665 -1.980 0.544
H 5.260 -1.803 2.250
H 4.385 0.356 1.892
H 3.154 -0.441 2.647
H 3.346 -0.164 -0.323
H 1.970 1.586 1.309
H 0.914 0.150 1.278
H 1.176 0.118 -1.298
H 1.739 1.796 -1.028
H -1.150 0.819 -2.188
H -0.127 2.229 -2.424
H -1.713 2.258 -1.556
C -9.838 7.064 1.631
O -9.068 6.062 0.970
C -8.037 6.727 0.225
C -7.424 5.753 -0.744
N -6.587 4.721 -0.125
C -6.124 3.719 -1.078
C -5.153 4.281 -2.069
O -4.642 3.263 -2.888
C -3.550 3.784 -3.638
H -9.146 7.666 2.221
H -10.504 6.567 2.334
H -10.376 7.618 0.862
H -7.299 7.229 0.857
H -8.561 7.462 -0.408
H -6.772 6.319 -1.424
H -8.230 5.340 -1.378
H -7.254 4.227 0.475
H -6.993 3.306 -1.613
H -5.664 2.923 -0.493
H -4.298 4.742 -1.572
H -5.667 5.028 -2.686
H -3.870 4.687 -4.173
H -3.259 3.022 -4.364
H -2.695 3.936 -2.964
C -3.329 -0.799 -4.320
O -3.063 -1.175 -2.985
C -4.214 -1.298 -2.234
C -5.176 -2.423 -2.574
N -4.486 -3.698 -2.382
C -5.284 -4.782 -2.962
C -5.068 -6.104 -2.263
O -3.749 -6.564 -2.439
C -3.635 -7.376 -3.575
H -3.680 0.237 -4.299
H -4.094 -1.399 -4.833
H -2.425 -0.995 -4.893
H -4.815 -0.371 -2.130
H -3.983 -1.424 -1.171
H -5.551 -2.310 -3.598
H -5.974 -2.418 -1.835
H -3.592 -3.684 -2.865
H -5.083 -4.903 -4.041
H -6.346 -4.507 -2.973
H -5.821 -6.864 -2.518
H -5.226 -5.979 -1.187
H -4.343 -8.206 -3.538
H -2.638 -7.815 -3.641
H -3.699 -6.744 -4.470
C 6.151 4.626 -2.437
O 5.063 3.736 -2.283
C 4.294 3.896 -1.106
C 3.749 5.315 -0.929
N 2.700 5.611 -1.875
C 1.406 5.051 -1.590
C 0.391 5.413 -2.666
O 1.007 4.764 -3.803
C 0.247 4.912 -4.983
H 6.594 5.096 -1.550
H 5.661 5.486 -2.938
H 6.950 4.332 -3.112
H 4.896 3.589 -0.228
H 3.468 3.183 -1.095
H 4.564 6.032 -1.020
H 3.414 5.439 0.106
H 3.025 5.246 -2.770
H 1.075 5.566 -0.676
H 1.387 3.972 -1.378
H 0.448 6.497 -2.790
H -0.585 4.963 -2.492
H -0.849 4.848 -4.877
H 0.424 4.076 -5.675
H 0.513 5.840 -5.505
C 1.628 -3.969 5.747
O 0.920 -5.124 5.442
C 1.245 -5.545 4.144
C 0.346 -6.709 3.803
N 0.124 -6.905 2.418
C 1.360 -7.229 1.660
C 1.160 -7.216 0.191
O 0.575 -8.472 -0.173
C 0.212 -8.558 -1.494
H 1.335 -3.165 5.053
H 2.724 -4.062 5.676
H 1.441 -3.622 6.762
H 2.316 -5.801 4.108
H 1.122 -4.708 3.436
H -0.611 -6.503 4.290
H 0.707 -7.577 4.388
H -0.599 -7.581 2.205
H 1.845 -8.117 2.101
H 2.037 -6.395 1.914
H 2.099 -7.186 -0.378
H 0.504 -6.412 -0.157
H 1.069 -8.831 -2.126
H -0.188 -7.619 -1.892
H -0.534 -9.342 -1.584
*
```

---

It is entry Q that is the most stable of them.